one) DFT (the ωB97M-V functional and the def2-TZVPD basis) results for C33H48N2O3PtSe3Te2 as an isolated structure.

```
92
Properties=species:S:1:pos:R:3
Pt 2.134 0.819 -1.354
C -0.855 -6.131 -1.634
C -1.057 -5.449 -0.273
C -2.514 -4.974 -0.154
C -0.801 -6.483 0.826
C -0.123 -4.245 -0.160
C -0.249 -3.185 -1.040
C 0.578 -2.078 -0.942
Se 0.207 -0.640 -2.176
C -1.163 0.260 -1.157
C -2.457 -0.214 -1.264
C -3.473 0.347 -0.507
C -3.121 1.403 0.334
C -1.841 1.924 0.451
C -0.791 1.336 -0.321
O 0.439 1.767 -0.261
C -1.543 3.071 1.422
C -2.816 3.602 2.088
C -0.885 4.262 0.701
C -0.615 2.549 2.531
C -4.897 -0.196 -0.615
C -5.401 -0.035 -2.057
C -5.870 0.532 0.315
C -4.904 -1.686 -0.239
C 1.600 -1.949 0.021
O 2.401 -0.913 0.068
C 1.720 -3.042 0.937
C 0.872 -4.132 0.809
C 2.767 -3.006 2.053
C 4.173 -2.936 1.435
C 2.481 -1.804 2.968
C 2.729 -4.255 2.939
H -1.500 -7.009 -1.720
H 0.183 -6.451 -1.749
H -1.092 -5.453 -2.455
H -3.195 -5.829 -0.145
H -2.789 -4.332 -0.991
H -2.655 -4.406 0.768
H -1.506 -7.309 0.719
H -0.941 -6.048 1.817
H 0.209 -6.892 0.759
H -1.000 -3.198 -1.822
H -2.658 -1.038 -1.940
H -3.901 1.855 0.928
H -3.529 3.968 1.347
H -2.553 4.435 2.744
H -3.297 2.836 2.699
H -1.537 4.627 -0.096
H 0.069 3.976 0.268
H -0.718 5.076 1.412
H -1.129 1.792 3.129
H -0.314 3.367 3.191
H 0.282 2.103 2.106
H -5.376 1.016 -2.353
H -6.430 -0.394 -2.140
H -4.785 -0.599 -2.758
H -5.933 1.594 0.071
H -5.573 0.424 1.360
H -6.868 0.103 0.204
H -4.298 -2.272 -0.931
H -5.924 -2.078 -0.265
H -4.502 -1.828 0.766
H 1.000 -4.945 1.509
H 4.237 -2.130 0.708
H 4.394 -3.874 0.919
H 4.929 -2.781 2.210
H 2.435 -0.878 2.401
H 3.253 -1.707 3.737
H 1.517 -1.942 3.464
H 2.956 -5.162 2.374
H 1.759 -4.371 3.426
H 3.486 -4.149 3.720
Se 2.904 2.029 0.959
Te 5.032 0.930 1.352
Te 5.985 0.164 -1.102
Se 4.101 -0.131 -2.629
N 2.171 2.691 -2.623
C 2.744 3.683 -2.437
N 3.345 4.827 -2.219
C 3.389 5.414 -0.875
C 3.330 6.928 -1.013
O 4.364 7.401 -1.858
C 4.247 6.866 -3.161
C 4.358 5.347 -3.137
H 4.322 5.127 -0.379
H 2.548 5.045 -0.293
H 3.476 7.396 -0.041
H 2.352 7.222 -1.414
H 5.056 7.290 -3.753
H 3.285 7.155 -3.604
H 5.356 5.067 -2.782
H 4.200 4.933 -4.131
```

Output
HOMO (alpha / beta)	-7.10 / -6.99	eV
⟨S²⟩	6.02
2S+1	5
frontier orbital gap (alpha / beta)	6.02 / 4.19	eV

Atom charges from the Löwdin analysis, given in e for atoms 1 to 8: Pt 0.516; C -0.048; C -0.558; C -0.050; C -0.068; C -0.178; C -0.084; C -0.380

=====

two) DFT (the ωB97M-V functional and the def2-TZVPD basis) results for C33H48N2O3PtSe3Te2 as an isolated structure.

```
92
Properties=species:S:1:pos:R:3
Pt 0.739 -0.115 0.449
C -2.357 -6.842 -0.115
C -2.820 -6.104 1.148
C -4.255 -5.600 0.942
C -2.825 -7.096 2.311
C -1.896 -4.916 1.410
C -1.789 -3.899 0.479
C -0.948 -2.822 0.710
Se -1.127 -1.325 -0.464
C -2.382 -0.362 0.621
C -3.716 -0.729 0.568
C -4.626 -0.175 1.453
C -4.122 0.742 2.380
C -2.790 1.132 2.457
C -1.880 0.576 1.525
O -0.605 0.949 1.537
C -2.288 2.089 3.544
C -3.415 2.573 4.461
C -1.647 3.330 2.908
C -1.254 1.367 4.421
C -6.091 -0.606 1.411
C -6.676 -0.305 0.025
C -6.936 0.123 2.456
C -6.184 -2.114 1.683
C -0.134 -2.700 1.849
O 0.745 -1.724 1.992
C -0.314 -3.690 2.855
C -1.164 -4.756 2.589
C 0.339 -3.538 4.235
C 1.868 -3.608 4.141
C -0.078 -2.188 4.841
C -0.108 -4.635 5.204
H -3.014 -7.689 -0.324
H -1.340 -7.218 0.010
H -2.366 -6.186 -0.986
H -4.931 -6.439 0.759
H -4.324 -4.925 0.087
H -4.606 -5.060 1.824
H -3.490 -7.929 2.074
H -3.186 -6.635 3.233
H -1.830 -7.505 2.497
H -2.372 -3.921 -0.435
H -4.029 -1.475 -0.155
H -4.811 1.169 3.091
H -4.181 3.126 3.912
H -2.995 3.245 5.212
H -3.894 1.747 4.989
H -2.373 3.852 2.277
H -0.787 3.049 2.304
H -1.317 4.020 3.689
H -1.707 0.502 4.909
H -0.891 2.045 5.199
H -0.403 1.026 3.834
H -6.627 0.764 -0.191
H -7.722 -0.618 -0.023
H -6.134 -0.832 -0.762
H -6.921 1.204 2.305
H -6.593 -0.089 3.471
H -7.973 -0.210 2.380
H -5.633 -2.691 0.939
H -7.226 -2.442 1.659
H -5.769 -2.354 2.664
H -1.276 -5.507 3.355
H 2.249 -2.788 3.537
H 2.186 -4.558 3.701
H 2.309 -3.532 5.138
H 0.239 -1.357 4.213
H 0.371 -2.070 5.831
H -1.164 -2.141 4.952
H 0.193 -5.629 4.867
H -1.189 -4.631 5.354
H 0.362 -4.460 6.174
Se 2.438 1.286 1.609
Te 4.013 -0.293 2.574
Te 2.990 -2.918 0.675
Se 2.255 -1.334 -0.994
N 0.516 1.718 -1.332
C 0.574 2.850 -1.094
N 0.618 4.145 -0.839
C -0.614 4.822 -0.411
C -0.455 6.302 -0.701
O 0.700 6.821 -0.066
C 1.871 6.188 -0.545
C 1.846 4.700 -0.253
H -0.776 4.662 0.657
H -1.455 4.404 -0.963
H -1.307 6.854 -0.308
H -0.391 6.467 -1.784
H 2.714 6.655 -0.038
H 1.968 6.352 -1.626
H 1.856 4.525 0.827
H 2.707 4.202 -0.698
```

Output
HOMO (alpha / beta)	-7.15 / -7.53	eV
⟨S²⟩	6.02
2S+1	5
frontier orbital gap (alpha / beta)	6.89 / 5.56	eV

Atom charges from the Löwdin analysis, given in e for atoms 1 to 8: Pt 0.503; C -0.046; C -0.557; C -0.050; C -0.066; C -0.168; C -0.075; C -0.394

=====

Which one is most stable, and which one is least stable? two) is the most stable of them, while one) is the least stable.

=====

one) DFT (the ωB97M-V functional and the def2-TZVPD basis) results for one molecule with the formula C6H10O2S2.

```
20
Properties=species:S:1:pos:R:3
C 0.819 0.624 -0.650
C -1.699 -1.469 -0.896
C -2.553 -0.632 0.054
C 0.722 -0.515 0.230
C 1.721 1.752 -0.261
C 1.813 -0.684 1.245
O 0.211 0.729 -1.682
O -1.714 1.725 -0.484
S -0.168 -2.022 0.013
S -1.654 0.813 0.683
H -2.333 -2.213 -1.237
H -1.302 -0.838 -1.618
H -3.384 -0.223 -0.458
H -3.017 -1.154 0.991
H 2.804 1.482 -0.258
H 1.495 2.085 0.808
H 1.712 2.539 -0.884
H 1.914 -1.640 1.572
H 1.897 -0.054 2.084
H 2.717 -0.305 0.748
```

Output
HOMO (alpha / beta)	-8.34 / -7.85	eV
2S+1	1
frontier orbital gap (alpha / beta)	7.59 / 7.25	eV

Atom charges from the Löwdin analysis, given in e for atoms 1 to 8: C -0.596; C -0.430; C -0.449; C -0.539; C -0.011; C -0.117; O 0.042; O -0.518

=====

two) DFT (the ωB97M-V functional and the def2-TZVPD basis) results for a 2-piece molecular cluster, C6H10O2S2 overall.

```
20
Properties=species:S:1:pos:R:3
C -0.843 -0.639 0.196
C -1.987 0.041 0.109
C 2.488 1.168 -0.924
C 3.095 0.088 -0.043
C 0.481 -0.199 0.325
C -3.353 -0.638 -0.143
O 1.071 2.182 1.169
O 2.064 -2.332 0.810
S 0.822 1.565 -0.154
S 1.852 -1.346 -0.215
H -1.038 -1.783 0.064
H -1.920 1.049 0.292
H 3.153 2.163 -0.910
H 2.274 1.007 -1.904
H 3.959 -0.367 -0.419
H 2.927 0.223 1.070
H 1.296 -0.621 1.994
H -3.954 0.009 -0.658
H -3.327 -1.545 -0.677
H -3.713 -0.774 0.816
```

Output
HOMO (alpha / beta)	-8.77 / -8.77	eV
2S+1	1
frontier orbital gap (alpha / beta)	8.07 / 8.07	eV

Atom charges from the Löwdin analysis, given in e for atoms 1 to 8: C -0.256; C -0.105; C -0.358; C -0.329; C -0.541; C -0.045; O -0.536; O -0.520

=====

Which one is most stable, and which one is least stable? one) is the most stable of them, while two) is the least stable.

=====

one) DFT (the ωB97M-V functional and the def2-TZVPD basis) results for C4H5N2 as an isolated structure.

```
11
Properties=species:S:1:pos:R:3
C -2.992 0.653 -0.169
C 0.976 0.686 -0.098
C 1.549 -0.533 -0.576
C 0.840 -1.251 0.496
N -1.921 0.321 -0.337
N 1.252 -0.179 1.095
H -4.070 0.730 0.044
H 1.380 1.641 -0.049
H -0.074 0.779 -0.342
H 2.589 -0.680 -0.918
H 0.472 -2.165 0.853
```

Output
HOMO	-16.44	eV
net charge	+1
2S+1	1
frontier orbital gap	10.91	eV

Atom charges from the Löwdin analysis, given in e for atoms 1 to 8: C 0.009; C -0.104; C 0.128; C 0.085; N 0.076; N 0.239; H 0.100; H 0.117

=====

two) DFT (the ωB97M-V functional and the def2-TZVPD basis) results for an isolated ion of composition C4H5N2 and charge +1.

```
11
Properties=species:S:1:pos:R:3
C 1.710 1.229 0.300
C -1.406 -0.747 -0.450
C -1.196 0.521 -0.618
C 0.677 -0.908 0.635
N -0.429 -1.445 0.228
N 0.810 0.383 0.324
H 2.819 1.074 0.727
H 1.476 2.217 0.119
H -2.297 -1.219 -0.725
H -1.518 1.376 -1.136
H -0.646 -2.480 0.595
```

Output
HOMO (alpha / beta)	-13.76 / -13.76	eV
net charge	+1
2S+1	1
frontier orbital gap (alpha / beta)	7.63 / 7.63	eV

Atom charges from the Löwdin analysis, given in e for atoms 1 to 8: C 0.149; C -0.139; C 0.266; C -0.063; N 0.034; N 0.032; H 0.188; H 0.087

=====

three) DFT (the ωB97M-V functional and the def2-TZVPD basis) results for C4H5N2 as an isolated structure.

```
11
Properties=species:S:1:pos:R:3
C -1.815 0.257 0.538
C 0.021 0.394 0.282
C -0.893 -1.045 -0.539
C 1.375 0.686 0.139
N -0.929 1.125 0.826
N -2.228 -0.720 -0.005
H -0.731 -0.820 -1.593
H -0.237 -1.812 -0.126
H 1.648 1.621 0.412
H 1.816 0.218 -0.737
H 1.974 0.096 0.803
```

Output
HOMO	-16.47	eV
net charge	+1
2S+1	1
frontier orbital gap	10.47	eV

Atom charges from the Löwdin analysis, given in e for atoms 1 to 8: C -0.067; C -0.109; C 0.067; C 0.019; N 0.256; N 0.210; H 0.137; H 0.135

=====

Which one is most stable, and which one is least stable? one) is the most stable of them, while two) is the least stable.

=====

one) DFT (the ωB97M-V functional and the def2-TZVPD basis) results for an isolated ion of composition C4H5N2 and charge +1.

```
11
Properties=species:S:1:pos:R:3
C -0.608 0.283 0.156
C -1.886 -0.228 0.092
C 0.884 0.466 -0.241
C 3.105 -0.379 0.013
N 1.881 -0.196 -0.134
N -3.157 -0.103 -0.166
H -0.517 0.755 1.080
H 3.528 0.195 0.806
H 3.885 -0.686 -0.598
H -3.826 -0.829 -0.273
H -3.289 0.722 -0.733
```

Output
HOMO (alpha / beta)	-12.71 / -12.71	eV
net charge	+1
2S+1	1
frontier orbital gap (alpha / beta)	7.87 / 7.87	eV

Atom charges from the Löwdin analysis, given in e for atoms 1 to 8: C 0.029; C 0.053; C 0.038; C 0.089; N 0.003; N 0.211; H 0.097; H 0.105

=====

two) DFT (the ωB97M-V functional and the def2-TZVPD basis) results for C4H5N2 as an isolated structure.

```
11
Properties=species:S:1:pos:R:3
C 0.161 -0.004 -0.146
C 1.288 0.609 -0.881
C -1.006 -0.583 1.439
C -1.239 -0.183 0.036
N 1.147 0.864 -2.113
N 0.090 -1.020 0.687
H 2.196 0.610 -0.178
H -0.930 0.191 2.145
H -1.713 -1.189 2.029
H -1.956 -0.594 -0.545
H 1.961 1.300 -2.473
```

Output
HOMO	-16.03	eV
net charge	+1
2S+1	1
frontier orbital gap	9.71	eV

Atom charges from the Löwdin analysis, given in e for atoms 1 to 8: C -0.084; C -0.119; C -0.096; C 0.193; N 0.205; N 0.256; H 0.166; H 0.124

=====

Which one is most stable, and which one is least stable? two) is the most stable of them, while one) is the least stable.

=====

one) DFT (the ωB97M-V functional and the def2-TZVPD basis) results for a 5-piece molecular cluster, CH14N2O4 overall.

```
21
Properties=species:S:1:pos:R:3
N 1.636 -1.391 -1.386
C 1.078 -1.731 -0.113
N -0.335 -1.361 0.038
H 1.459 -2.015 -2.151
H 2.518 -0.921 -1.391
H 1.657 -1.228 0.674
H 1.161 -2.798 0.131
H -0.902 -1.974 -0.518
H -0.413 -0.367 -0.115
O -0.483 -0.267 2.730
H -1.273 0.283 2.607
H -0.495 -0.799 1.905
O -4.080 1.694 -3.128
H -4.816 1.397 -2.585
H -3.396 1.948 -2.493
O 2.335 0.497 2.407
H 1.636 -0.075 2.773
H 2.132 1.316 2.881
O 0.286 2.041 -0.889
H -0.083 1.317 -1.406
H 0.275 1.684 0.011
```

Output
HOMO	-9.44	eV
SMILES string	NCN.O.O.O.O
2S+1	1
frontier orbital gap	9.72	eV

Atom charges from the Löwdin analysis, given in e for atoms 1 to 8: N 0.015; C -0.354; N -0.002; H 0.064; H 0.067; H 0.097; H 0.111; H 0.074

=====

two) DFT (the ωB97M-V functional and the def2-TZVPD basis) results for a 5-piece molecular cluster, CH14N2O4 overall.

```
21
Properties=species:S:1:pos:R:3
N 1.647 0.216 0.806
C 1.295 1.620 0.845
N 0.047 1.912 0.127
H 1.146 -0.306 0.095
H 2.610 0.104 0.523
H 1.248 1.935 1.894
H 2.073 2.213 0.353
H -0.743 1.762 0.740
H 0.039 2.906 -0.087
O -2.526 -1.322 -1.309
H -3.249 -1.717 -1.799
H -1.961 -0.825 -1.907
O 0.047 0.182 -2.101
H -0.232 -0.689 -1.828
H 0.062 0.854 -1.377
O -3.955 -0.747 2.322
H -4.023 -1.316 1.545
H -3.480 0.025 2.000
O 3.663 -2.142 -0.143
H 3.438 -2.357 -1.054
H 2.854 -2.306 0.355
```

Output
HOMO	-9.56	eV
SMILES string	NCN.O.O.O.O
2S+1	1
frontier orbital gap	10.01	eV

Atom charges from the Löwdin analysis, given in e for atoms 1 to 8: N -0.002; C -0.346; N -0.007; H 0.042; H 0.051; H 0.102; H 0.112; H 0.081

=====

Which one is most stable, and which one is least stable? one) is the most stable of them, while two) is the least stable.

=====

one) DFT (the ωB97M-V functional and the def2-TZVPD basis) results for a 2-piece molecular cluster, C3H5F2N2 overall.

```
12
Properties=species:S:1:pos:R:3
C -1.638 1.002 -0.976
C 0.515 0.548 -0.014
C 0.008 -1.552 0.437
N -0.432 1.029 -0.615
N 1.721 0.717 0.468
F -0.032 -1.539 1.718
F -1.143 -1.776 -0.066
H -1.868 0.742 -2.006
H -2.384 1.227 -0.234
H 0.992 -1.970 -0.019
H 2.125 0.052 1.087
H 2.134 1.519 0.220
```

Output
HOMO	-14.19	eV
net charge	+1
2S+1	1
frontier orbital gap	9.02	eV

Atom charges from the Löwdin analysis, given in e for atoms 1 to 8: C 0.114; C -0.158; C -0.247; N 0.098; N 0.214; F 0.164; F 0.188; H 0.116

=====

two) DFT (the ωB97M-V functional and the def2-TZVPD basis) results for an isolated ion of composition C3H5F2N2 and charge +1.

```
12
Properties=species:S:1:pos:R:3
F 0.917 2.104 -1.340
C 0.402 1.215 -0.597
N 0.230 -0.323 -1.213
C 0.117 -1.205 -0.035
F 1.291 -1.607 0.383
C -0.662 -0.232 0.851
N -0.188 1.183 0.545
H 0.994 -0.430 -1.897
H -0.555 -2.061 -0.115
H -1.703 -0.250 0.462
H -0.553 -0.471 1.883
H -0.289 2.078 1.074
```

Output
HOMO	-16.08	eV
SMILES string	FC1=[NH+][C@@H](F)CN1
net charge	+1
2S+1	1
frontier orbital gap	11.65	eV

Atom charges from the Löwdin analysis, given in e for atoms 1 to 8: F 0.280; C -0.179; N 0.174; C -0.383; F 0.107; C -0.007; N 0.185; H 0.141

=====

Which one is most stable, and which one is least stable? two) is the most stable of them, while one) is the least stable.